C19H27FN2O3S | ωB97M-V with the def2-TZVPD basis set

Each line ends with the natural charge from an NBO analysis.
Geometry (Å):
S (-1.7157, 3.9437, -1.0803)  2.31
F (1.5894, 0.1569, -4.0767)  -0.33
O (0.3753, 0.1270, -0.3578)  -0.66
O (-0.8902, 4.7012, -0.1796)  -0.95
O (-2.5990, 4.6643, -1.9502)  -0.94
N (1.0399, -1.7622, 0.6633)  -0.61
N (-2.6694, 2.8442, -0.2505)  -0.87
C (-2.2971, -0.6910, -0.5891)  -0.41
C (3.0463, -1.5074, 2.0744)  -0.41
C (-2.7573, 0.9278, 1.3139)  -0.21
C (-1.3278, -1.4672, 0.3174)  -0.32
C (3.7331, -2.8675, 2.1650)  -0.40
C (-3.3590, 0.0763, 0.1929)  -0.41
C (-0.5281, 1.0753, -3.6345)  -0.30
C (-1.2988, 1.9841, -2.9309)  -0.17
C (-1.9362, 2.0944, 0.7493)  -0.26
C (-0.6886, 2.8310, -2.0265)  -0.36
C (-1.7542, -1.3749, 1.7889)  -0.37
C (2.4548, -1.4591, 0.6534)  -0.05
C (0.6747, 2.8069, -1.8115)  -0.15
C (0.1000, -0.9375, 0.1631)  0.71
C (3.2470, -2.5041, -0.1623)  -0.42
C (0.8373, 1.0495, -3.4027)  0.49
C (-1.8695, 0.0775, 2.2468)  -0.41
C (4.3383, -3.0292, 0.7737)  -0.40
C (1.4578, 1.9064, -2.5111)  -0.28
H (-1.7164, 0.0164, -1.1825)  0.24
H (3.7851, -0.7146, 2.1897)  0.21
H (-0.8686, 0.5115, 2.2795)  0.21
H (0.7675, -2.6463, 1.0635)  0.39
H (1.0975, 3.4865, -1.0893)  0.25
H (-2.7129, -1.8820, 1.9104)  0.21
H (2.5298, -0.4597, 0.2195)  0.24
H (4.6131, -4.0586, 0.5502)  0.21
H (-2.3664, 2.0457, -3.0663)  0.24
H (-4.0817, -0.6195, 0.6245)  0.20
H (-0.9656, 0.3877, -4.3409)  0.23
H (4.4804, -2.9058, 2.9556)  0.22
H (2.5239, 1.8485, -2.3632)  0.23
H (-1.0467, 1.7098, 0.2480)  0.24
H (-1.6076, 2.7463, 1.5703)  0.20
H (3.6586, -2.0763, -1.0738)  0.22
H (-3.5890, 1.3522, 1.8878)  0.20
H (-1.3114, -2.5246, 0.0300)  0.22
H (-1.0300, -1.8916, 2.4237)  0.21
H (2.5761, -3.3150, -0.4511)  0.20
H (-2.7919, -1.3760, -1.2796)  0.21
H (-3.4923, 3.3048, 0.1132)  0.40
H (5.2324, -2.4102, 0.6914)  0.20
H (-2.2653, 0.0935, 3.2639)  0.22
H (-3.8965, 0.7314, -0.4929)  0.23
H (2.2757, -1.3662, 2.8314)  0.21
H (2.9991, -3.6545, 2.3487)  0.19

Computed properties:
SMILES: O=C(NC1CCCC1)[C@H]1CC[C@@H](CNS(=O)(=O)c2ccc(F)cc2)CC1
Net charge: 0
HOMO energy: -9.36 eV
Orbital gap: 9.9 eV
ΔE to the lowest compared entry with this formula, charge and spin: 0.053 eV
Energy: -42817.44276 eV



C19H27FN4O4S | ωB97M-V with the def2-TZVPD basis set

Each line ends with the natural charge from an NBO analysis.
Geometry (Å):
S (4.0902, 3.5724, -0.6397)  2.33
F (0.2295, -4.4237, -0.0504)  -0.34
O (4.6288, 4.8971, -0.7448)  -0.94
O (-1.5452, -2.5142, -2.4170)  -0.63
O (-1.7380, 3.8583, 1.4639)  -0.63
O (3.8605, 2.7622, -1.7976)  -0.93
N (2.3728, 4.3137, 1.3822)  -0.30
N (5.1034, 2.7885, 0.4075)  -1.08
N (-1.5112, 1.9070, 0.3578)  -0.43
N (0.2463, -1.8313, -1.2134)  -0.43
C (2.5863, 3.6119, 0.2195)  -0.25
C (-3.5744, -6.1004, -0.8838)  -0.39
C (1.4207, 2.9888, -0.1499)  -0.22
C (-0.7379, -2.7224, -1.5208)  0.62
C (0.4534, 3.3165, 0.8307)  -0.23
C (-0.7802, 0.4371, -1.4689)  -0.42
C (3.3488, 5.1120, 2.1059)  -0.41
C (0.2371, -0.5822, -1.9743)  -0.22
C (-1.0054, 3.0391, 0.9248)  0.67
C (0.9253, -1.7593, 0.0817)  -0.22
C (-0.7155, 0.7188, 0.0377)  -0.04
C (1.0820, 4.1399, 1.7424)  0.04
C (-3.3054, -4.6530, -1.3824)  -0.42
C (-0.0191, -1.4511, 1.2459)  -0.42
C (-1.1562, -0.4910, 0.8846)  -0.41
C (-2.2725, -6.0388, -0.0372)  -0.43
C (-0.8601, -3.9900, -0.7455)  0.26
C (-2.9558, 1.7484, 0.4396)  -0.41
C (-1.9575, -4.7240, -0.7095)  0.02
H (-0.6218, 1.3745, -2.0087)  0.22
H (-1.5432, -6.8349, -0.1821)  0.22
H (-3.2632, 0.9365, -0.2163)  0.20
H (-3.9594, -3.9023, -0.9355)  0.22
H (-2.4529, -5.9281, 1.0335)  0.22
H (0.5775, -1.0318, 2.0611)  0.21
H (0.0238, -0.8168, -3.0145)  0.24
H (-4.4967, -6.2560, -0.3289)  0.21
H (1.2481, -0.1717, -1.9219)  0.19
H (0.6711, 4.6203, 2.6148)  0.23
H (6.0274, 3.2014, 0.3645)  0.41
H (-0.4515, -2.3798, 1.6248)  0.22
H (5.1227, 1.7906, 0.2367)  0.40
H (-3.5178, -6.8350, -1.6846)  0.21
H (1.6563, -0.9570, -0.0199)  0.20
H (2.8558, 5.5417, 2.9735)  0.22
H (-3.2810, -4.4858, -2.4557)  0.24
H (4.1773, 4.4858, 2.4330)  0.22
H (-3.2854, 1.5335, 1.4588)  0.20
H (-1.9429, -1.0366, 0.3552)  0.21
H (0.3105, 0.9516, 0.3178)  0.22
H (1.3025, 2.4063, -1.0476)  0.24
H (1.4877, -2.6673, 0.2756)  0.23
H (3.7310, 5.9064, 1.4694)  0.23
H (-3.4415, 2.6677, 0.1226)  0.23
H (-1.6030, -0.1295, 1.8124)  0.22
H (-1.7820, 0.0858, -1.7272)  0.22

Computed properties:
SMILES: CN(C(=O)c1cc(S(N)(=O)=O)n(C)c1)[C@H]1CCCN(C(=O)C(F)=C2CCC2)CC1
Net charge: 0
HOMO energy: -9.04 eV
Orbital gap: 9.4 eV
ΔE to the lowest compared entry with this formula, charge and spin: 0.023 eV
Energy: -47843.53416 eV



C19H27FN4O6S | ωB97M-V with the def2-TZVPD basis set

Each line ends with the natural charge from an NBO analysis.
Geometry (Å):
S (-1.2012, 0.3732, -0.8208)  2.33
F (3.9173, 0.5227, -3.6658)  -0.32
O (-1.9319, 1.5731, -1.1332)  -0.96
O (2.6379, 3.0392, 0.4996)  -0.53
O (0.0210, -2.7319, 0.2933)  -0.66
O (-0.9546, -1.8991, 3.5389)  -0.63
O (-0.9674, 0.1079, 0.5687)  -0.95
O (-4.2500, -1.5504, -1.4669)  -0.52
N (1.7627, 1.1190, 2.3951)  -0.45
N (-2.0636, -2.6078, 1.2089)  -0.59
N (-1.9521, -0.9931, -1.4382)  -0.70
N (1.0785, -1.6531, 2.5378)  -0.58
C (1.0416, 2.3660, 2.2163)  -0.25
C (-3.1157, -1.4223, -0.6681)  0.25
C (1.7584, -1.0147, 3.6368)  -0.23
C (-2.8319, -2.7794, 0.0083)  -0.24
C (-2.1851, -0.9857, -2.8670)  -0.23
C (0.3424, 0.3929, -1.7263)  -0.39
C (0.6618, 1.5096, -2.4792)  -0.11
C (1.2685, 2.8801, 0.7971)  -0.06
C (-0.7323, -2.4560, 1.2122)  0.63
C (1.8757, 1.5617, -3.1417)  -0.30
C (3.1741, 1.3382, 2.1459)  -0.25
C (1.4776, 0.4932, 3.6704)  -0.22
C (-3.3838, -0.1046, -3.2378)  -0.46
C (2.4178, -0.6447, -2.2830)  -0.28
C (-0.2240, -1.9565, 2.5658)  0.59
C (2.7347, 0.4805, -3.0280)  0.42
C (1.2019, -0.6848, -1.6211)  -0.17
C (-4.5054, -0.3744, -2.2158)  -0.07
C (3.3378, 1.8369, 0.7095)  -0.07
H (-1.2711, -0.6360, -3.3479)  0.22
H (1.3819, -1.4574, 4.5625)  0.23
H (-0.0423, 2.3253, -2.5259)  0.24
H (-2.3719, -2.0204, -3.1688)  0.22
H (0.9083, -1.5375, -1.0284)  0.28
H (3.5990, 2.0862, 2.8413)  0.17
H (-3.0958, 0.9444, -3.1905)  0.23
H (0.4116, 0.6214, 3.8662)  0.22
H (4.3849, 2.0517, 0.4871)  0.19
H (-5.4663, -0.5484, -2.7013)  0.20
H (-2.2559, -3.4017, -0.6798)  0.23
H (-3.2809, -0.6600, 0.1174)  0.18
H (2.1631, 2.4187, -3.7288)  0.24
H (-3.7854, -3.2574, 0.2374)  0.22
H (2.0440, 0.9499, 4.5012)  0.17
H (1.4959, -1.6019, 1.6195)  0.42
H (-2.5235, -2.2610, 2.0434)  0.43
H (0.8132, 3.8628, 0.6653)  0.19
H (3.1161, -1.4645, -2.2259)  0.24
H (-4.5953, 0.4772, -1.5276)  0.18
H (-0.0242, 2.1742, 2.3459)  0.22
H (2.8266, -1.2212, 3.5491)  0.20
H (2.9648, 1.0629, 0.0209)  0.16
H (0.8087, 2.1675, 0.0980)  0.16
H (1.3703, 3.1304, 2.9443)  0.16
H (3.7201, 0.4012, 2.2649)  0.20
H (-3.7069, -0.3420, -4.2510)  0.21

Computed properties:
SMILES: O=C(NCCN1CCOCC1)C(=O)NC[C@@H]1OCCCN1S(=O)(=O)c1ccc(F)cc1
Net charge: 0
HOMO energy: -8.70 eV
Orbital gap: 9.2 eV
ΔE to the lowest compared entry with this formula, charge and spin: 0.192 eV
Energy: -51939.43463 eV



C19H27N2O | ωB97M-V with the def2-TZVPD basis set

Each line ends with the natural charge from an NBO analysis.
Geometry (Å):
O (-0.1275, -2.0729, -1.3174)  -0.64
N (0.7555, 0.3314, -0.5277)  -0.66
N (-2.0482, -1.2117, -2.2159)  -0.61
C (0.7100, 2.2546, -1.8920)  -0.41
C (-1.7360, 1.7618, 3.1352)  0.08
C (0.4170, 0.9564, 2.9726)  0.31
C (-0.4690, 1.3455, -2.2747)  -0.40
C (-0.8715, -1.1277, -1.5550)  0.67
C (2.5819, 2.1585, 2.9891)  -0.12
C (3.9450, -0.2882, 3.1362)  -0.22
C (1.8433, 0.9422, 2.9936)  -0.10
C (-2.5713, -2.4443, -2.8072)  -0.22
C (4.6600, 0.9190, 3.1359)  -0.10
C (2.5571, -0.2882, 3.0668)  -0.13
C (-0.4377, -0.2655, 2.9987)  -0.50
C (-2.3031, -2.5614, -4.3079)  -0.40
C (1.6086, 1.3932, -0.9706)  -0.20
C (-0.3990, 2.1074, 3.0468)  -0.31
C (3.9691, 2.1370, 3.0620)  -0.22
C (-1.9112, 0.2728, 3.1101)  -0.47
C (-2.9798, -3.7655, -4.9388)  -0.61
C (-0.5268, 0.3067, -1.1264)  -0.12
H (-1.4289, 1.8593, -2.3738)  0.21
H (2.4778, 1.0113, -1.5447)  0.18
H (2.0418, 3.1071, 2.9402)  0.22
H (0.0191, 3.1136, 3.0558)  0.25
H (1.2500, 2.6079, -2.7720)  0.23
H (-2.4960, -0.0795, 2.2507)  0.26
H (-1.3086, 0.5985, -0.3947)  0.16
H (4.5117, 3.0809, 3.0648)  0.24
H (-2.5725, 2.4478, 3.2245)  0.24
H (1.1611, -0.5182, -0.1581)  0.41
H (5.7492, 0.9115, 3.1928)  0.24
H (4.4692, -1.2421, 3.1981)  0.24
H (-2.3802, -0.1204, 4.0215)  0.26
H (-2.7376, -3.8057, -6.0019)  0.22
H (0.3372, 3.1206, -1.3373)  0.20
H (-2.6633, -1.6405, -4.7845)  0.19
H (-0.3081, -0.8663, 2.0893)  0.28
H (1.9915, -1.2268, 3.0796)  0.23
H (-0.2429, 0.8354, -3.2256)  0.22
H (-2.6443, -4.6978, -4.4759)  0.21
H (-0.2058, -0.9208, 3.8490)  0.27
H (-2.1259, -3.2889, -2.2698)  0.22
H (-1.2159, -2.6170, -4.4518)  0.21
H (-3.6544, -2.4300, -2.6336)  0.19
H (-2.6191, -0.3741, -2.2981)  0.39
H (1.9953, 1.9683, -0.1133)  0.17
H (-4.0672, -3.6951, -4.8445)  0.20

Computed properties:
Net charge: +1
HOMO energy: -10.80 eV
Orbital gap: 5.3 eV
ΔE to the lowest compared entry with this formula, charge and spin: 0.962 eV
Energy: -25162.08260 eV